P:
# H10O5

A 5-piece molecular cluster, H10O5 overall (ωB97M-V/def2-TZVPD, OMol25).

Properties
Net charge: -1
Orbital gap (spin up / spin down) in eV: 2.94 / 10.97
Highest occupied orbital energy (spin up / spin down) in eV: 0.90 / -7.23
Multiplicity: 2
E_LUMO (spin up / spin down) in eV: 3.84 / 3.74
Molar mass in g mol⁻¹: 90.07

Element x y z (Å)
H: -0.2033 1.8032 -1.7747
O: -1.3121 -2.4182 0.6155
H: -1.3832 -1.6705 1.2468
O: -2.2675 0.6334 1.0946
O: 2.3676 1.3742 -0.8278
H: 1.8188 -1.7966 0.0883
H: -1.9449 0.8507 0.1890
H: 0.3639 1.2928 -0.4923
O: -0.3618 1.8568 -0.8144
H: -2.1140 -2.3349 0.0900
H: 2.1357 0.4526 -0.5777
O: 1.0594 -1.1648 0.1641
H: 3.1583 1.5715 -0.3129
H: -1.6483 1.2837 1.4756
H: 0.3313 -1.7339 -0.1641

=====

Q:
# H10O5

A 5-piece molecular cluster, H10O5 overall (ωB97M-V/def2-TZVPD, OMol25).

Properties
Net charge: -1
Orbital gap (spin up / spin down) in eV: 2.44 / 10.39
Highest occupied orbital energy (spin up / spin down) in eV: 0.79 / -7.21
Multiplicity: 2
E_LUMO (spin up / spin down) in eV: 3.23 / 3.18
Molar mass in g mol⁻¹: 90.07

Element x y z (Å)
O: 2.8311 -0.5710 -1.4766
H: 0.6895 -2.4487 -3.0153
O: 0.4592 -2.4597 -2.0862
H: -0.0204 1.8545 2.6796
O: 0.1307 2.7246 3.0488
O: -3.2681 0.6837 0.8130
H: 3.5798 -0.4403 -0.8947
H: -0.6997 2.9562 3.4650
H: -3.7843 0.5259 0.0225
H: 0.1100 -0.1753 -0.3667
H: -0.3967 -2.8872 -2.0561
H: 0.2854 0.7868 0.7889
O: -0.3639 0.4657 0.1632
H: -2.3660 0.4996 0.5513
H: 2.8135 -1.5145 -1.6368

=====

Most stable: P (next structure +0.0071 hartree)

=====

P:
# C4H8

One molecule with the formula C4H8 (ωB97M-V/def2-TZVPD, OMol25).

Properties
Orbital gap in eV: 10.37
Highest occupied orbital energy in eV: -9.23
E_LUMO in eV: 1.13
Molar mass in g mol⁻¹: 56.11

Element x y z (Å)
H: 1.9455 -0.0374 -0.9754
H: -0.8946 -1.9219 -0.1189
H: -1.4939 -0.7570 1.0472
C: 1.5003 -0.2386 -0.0113
C: -1.0876 -0.7927 -0.0091
H: 0.2964 2.1753 0.1250
H: 1.5988 -1.3223 0.1041
C: 0.0274 0.1730 -0.0487
H: -1.9814 -0.7119 -0.7408
H: 2.0534 0.2827 0.7434
C: -0.4415 1.3807 -0.0289
H: -1.5228 1.7702 -0.0866

=====

Q:
# C4H8

A 2-piece molecular cluster, C4H8 overall (ωB97M-V/def2-TZVPD, OMol25).

Properties
Orbital gap in eV: 11.15
Highest occupied orbital energy in eV: -9.84
E_LUMO in eV: 1.31
Molar mass in g mol⁻¹: 56.11

Element x y z (Å)
C: 0.2384 -1.7031 -0.9576
C: -0.7056 -1.6734 -0.0079
H: -1.4200 -0.8527 0.0566
H: -0.5079 1.0604 -0.6698
C: 0.8167 1.6783 0.8463
C: -0.3286 1.6955 0.1221
H: -0.8723 -2.4538 0.7299
H: 0.3104 -0.9161 -1.7234
H: 0.9782 -2.5389 -1.0327
H: 0.9711 2.2657 1.7206
H: 1.6681 1.0058 0.5540
H: -1.1484 2.4323 0.3619

=====

R:
# C4H8

One molecule with the formula C4H8 (ωB97M-V/def2-TZVPD, OMol25).

Properties
Orbital gap in eV: 12.16
Highest occupied orbital energy in eV: -10.81
E_LUMO in eV: 1.35
Molar mass in g mol⁻¹: 56.11

Element x y z (Å)
H: 1.5640 -0.9765 -0.3780
H: 0.4879 -0.7926 -1.7740
C: -0.5585 -0.9061 0.2264
C: 0.6146 -0.5501 -0.7154
H: -0.4025 -1.7482 0.9069
H: -1.4257 1.0526 0.9080
C: -0.4776 0.5128 0.8379
H: -1.4953 -1.0631 -0.3172
H: 0.0023 0.5428 1.8221
H: 1.3535 1.4944 -0.0886
H: -0.1064 1.4963 -1.0967
C: 0.4436 0.9376 -0.3314

=====

Most stable: R (next structure +0.0215 hartree)

=====

P:
# C5H7FS

C5H7FS as an isolated structure (ωB97M-V/def2-TZVPD, OMol25).

Properties
Orbital gap in eV: 9.66
Highest occupied orbital energy in eV: -8.74
E_LUMO in eV: 0.93
Molar mass in g mol⁻¹: 118.18

Element x y z (Å)
H: 0.5219 -1.9283 -0.0407
H: -2.2124 0.1426 -1.2897
H: -2.3813 0.0889 1.2291
C: 0.6565 -0.8649 0.0641
H: -1.6690 -1.4634 1.2107
H: -1.6084 -1.4759 -1.2373
C: -0.1349 0.0190 1.0408
C: -1.5591 -0.4786 0.7266
S: 0.1910 1.4131 -0.0300
C: -0.0441 -0.0928 -0.9871
H: 0.3884 0.0418 2.0806
C: -1.4619 -0.5231 -0.7979
H: 0.4700 0.0318 -1.9750
F: 2.0772 -0.7115 0.0248

=====

Q:
# C5H7FS

One molecule with the formula C5H7FS (ωB97M-V/def2-TZVPD, OMol25).

Properties
Orbital gap in eV: 9.64
Highest occupied orbital energy in eV: -8.77
E_LUMO in eV: 0.88
Molar mass in g mol⁻¹: 118.18

Element x y z (Å)
C: -0.6862 -0.9692 -0.2461
C: -1.7893 -0.5169 0.3784
H: -0.5379 -0.6206 -1.2700
F: -2.9741 -0.5760 -0.4520
C: -0.6049 0.4022 0.5319
H: -0.5082 0.1606 1.5981
C: 1.6357 0.1173 -0.1719
H: -1.9041 -0.6961 1.6167
H: 0.2402 1.0108 -1.2540
H: 0.9515 2.0662 0.0093
H: 2.0955 0.2797 -1.0491
H: 2.6527 0.0523 0.4930
C: 0.5149 1.0057 -0.1859
S: 0.9142 -1.7163 0.0016

=====

Most stable: P (next structure +0.1546 hartree)